{
  "formula": "C61H104F40O5",
  "method": "ωB97M-V with the def2-TZVPD basis set",
  "elements": ["H", "F", "H", "H", "H", "F", "C", "O", "H", "H", "C", "H", "F", "H", "H", "F", "F", "C", "H", "H", "F", "F", "H", "H", "H", "F", "F", "H", "C", "C", "H", "F", "O", "C", "H", "O", "C", "F", "H", "H", "F", "C", "H", "F", "C", "F", "H", "H", "H", "C", "H", "H", "H", "C", "H", "H", "H", "C", "F", "H", "C", "H", "H", "C", "O", "H", "C", "H", "C", "C", "F", "H", "F", "H", "H", "H", "C", "H", "C", "F", "H", "F", "H", "H", "H", "F", "H", "H", "F", "C", "C", "C", "H", "C", "C", "C", "H", "C", "C", "C", "H", "C", "C", "C", "H", "H", "H", "H", "H", "H", "F", "H", "H", "H", "F", "H", "C", "H", "F", "C", "C", "H", "C", "H", "H", "H", "H", "C", "H", "C", "F", "C", "H", "O", "H", "F", "H", "H", "C", "C", "H", "C", "H", "F", "H", "H", "H", "H", "H", "H", "H", "C", "C", "C", "H", "C", "H", "H", "C", "F", "C", "F", "H", "H", "C", "C", "H", "C", "F", "H", "F", "C", "C", "H", "H", "H", "H", "H", "F", "H", "H", "F", "H", "F", "F", "F", "H", "F", "H", "H", "H", "C", "H", "C", "H", "H", "C", "F", "H", "F", "C", "H", "F", "H", "C", "C", "C", "C", "H", "C"],
  "positions_angstrom": [[6.65941, -4.76535, -3.24544], [0.01549, 5.57472, -3.76142], [8.21402, 5.01168, 2.24572], [-7.07901, 1.27557, 5.75838], [1.71668, 1.90126, -6.53670], [6.51307, -3.87303, -0.80356], [4.25038, -5.05493, -3.31170], [-5.66489, 5.17663, -1.67044], [4.80692, 0.89738, 2.06428], [-5.51336, -4.84647, 0.03389], [1.96429, 2.21850, -5.51953], [0.64968, -3.14441, 1.38903], [2.30597, -5.92500, -4.19887], [-8.35631, 2.27447, 5.11487], [-8.31078, -0.78750, 5.19068], [3.67098, 0.26549, -0.03882], [-0.06263, 0.53236, 3.21175], [-1.94286, -7.98286, 3.68496], [-3.86170, -1.85466, 1.63435], [-6.77933, 5.74982, -4.05303], [1.12870, 6.57194, -1.99474], [2.69889, 3.30991, -5.58101], [-6.95993, 3.31816, 3.13087], [-0.36879, -5.12653, 0.82176], [-4.22509, -6.95060, -0.30468], [6.27761, -2.14769, -6.62677], [-5.82791, 7.72658, -2.48960], [2.05812, 4.32286, 3.13526], [-4.17342, 3.43603, 3.48336], [1.39648, 0.72759, 1.46495], [-2.10897, -5.34869, 2.34865], [6.73349, -0.88014, -2.51796], [1.41185, 0.61012, 0.04149], [0.73299, 2.43507, -4.80683], [4.61604, -0.06454, 4.95838], [1.05708, 2.85993, -3.49062], [-0.10782, -5.04383, 1.88637], [1.07150, -0.18632, -2.37132], [-4.74779, 1.47547, 4.07798], [-0.96592, -5.43419, 3.75332], [-5.83737, 4.06160, 0.24425], [-8.88767, 0.18114, 5.42176], [3.71034, -0.80543, 3.65052], [5.49025, -0.26641, -7.48313], [4.62694, -0.27569, 3.86361], [3.86358, -3.39849, -7.15810], [5.13540, -1.69881, -1.56159], [-0.93691, -3.00566, 2.00137], [7.09374, -0.75593, -9.48905], [-5.01678, -2.80525, 0.03316], [-5.13759, -2.68408, -1.04053], [-3.27092, 4.17214, -1.81195], [0.87427, -5.47712, 1.95621], [3.03944, 4.47020, 3.55760], [6.07032, 6.91916, -0.25658], [3.28517, -1.67528, -7.90580], [-3.07172, -0.01233, 4.26042], [-6.42923, 2.30472, 3.18138], [5.66128, -4.11307, -10.89032], [-3.66496, 0.32648, 0.80847], [4.06446, 3.46249, 3.03749], [-5.42138, 2.69489, 5.14040], [6.90941, 6.44677, -1.61191], [4.88332, 1.03408, 3.16359], [4.75824, -3.84856, -2.99758], [6.62468, 5.68707, 2.02083], [-1.11953, -5.78505, 2.69072], [-5.99202, -2.50141, 0.35443], [4.03520, -2.07093, -7.21816], [6.54032, 6.03663, -0.65382], [7.62149, -4.46143, -9.94278], [-3.01021, -9.51380, 2.61627], [-0.32933, 2.96767, 1.88809], [-3.37807, -4.87183, -1.12229], [4.90192, 4.64237, -0.07180], [1.91153, 5.08475, -3.23262], [-7.38382, 1.16890, 3.66273], [4.78064, 5.28164, -1.66834], [-7.89149, 1.28945, 5.08562], [3.80758, -1.52269, -6.01609], [5.39775, -0.94000, 3.60145], [2.27338, -1.44401, -0.22088], [-6.14778, -4.24523, 4.10214], [3.85919, 3.41489, 1.95783], [-7.63724, 5.47925, -1.03287], [-4.62932, 2.74907, -2.09053], [-5.41169, -0.10421, 0.64332], [-4.82950, -4.35639, 1.54956], [3.13864, -0.77129, -2.72107], [-1.00746, -7.32410, 2.67175], [-6.98882, 7.08858, -2.24525], [-6.71415, 6.02447, -1.16129], [-4.38582, -0.13287, -0.81395], [-5.55494, -2.68485, 5.41415], [-7.49093, 6.44997, -3.59711], [-2.35360, -0.77190, 4.61524], [-4.02370, -3.20039, 4.13134], [7.72297, 5.63937, 0.22946], [0.00363, -3.53087, 2.16680], [-4.70266, -4.25623, 0.45574], [-3.72905, -1.15598, 6.29717], [-7.78922, -3.83419, 5.40746], [6.80343, -3.13193, -1.88447], [0.00226, 2.97500, -2.63096], [2.62160, 1.08248, -2.28473], [-4.67648, 4.34905, 3.27884], [-6.38981, 6.58618, -0.30500], [-1.94259, 1.86538, 1.86269], [-8.49394, -4.44584, 4.84435], [6.57229, -3.13337, -3.97800], [8.10172, -2.97450, -2.04734], [-3.36499, 3.67037, 4.18761], [-2.67810, -2.42130, 5.96092], [5.08666, 3.76782, 3.27471], [0.07105, 3.39181, -5.43072], [1.81132, 1.72209, 1.75640], [0.37440, 4.26076, -1.81024], [-1.42523, -10.02726, 3.14961], [1.32823, 4.01231, -0.85335], [5.21037, 2.66930, -2.06327], [6.24016, 3.63613, -1.48770], [-5.36165, -3.25687, 6.30089], [-5.20948, 2.45799, 4.07535], [-1.24032, -7.60377, 1.69481], [7.74484, -2.21024, -8.71780], [-9.18136, 0.27881, 6.43672], [7.36746, -4.18920, -11.95929], [-4.05297, -1.77568, 0.54034], [6.94467, 3.78823, -2.32440], [6.21798, -1.76295, -1.58150], [-0.06653, 1.31969, -4.84239], [-5.00216, 4.64051, -0.68652], [-6.83160, -2.77707, 3.72761], [5.64929, -2.11076, -8.83682], [-2.49158, -6.86392, -0.28659], [-0.75504, 4.72390, -1.13038], [5.73829, 1.72657, -2.23322], [-0.12806, 2.09122, -1.97957], [-0.04425, 0.62846, 1.85751], [7.36145, 5.00284, 1.56156], [-1.55916, -7.83019, 4.70276], [3.85054, 2.03460, 3.66141], [0.00825, -7.59238, 2.85959], [-0.97564, 1.87465, 0.09153], [-4.73911, -1.52211, 3.87453], [5.85901, 1.38791, 3.37594], [-1.86521, -1.21883, 3.75312], [2.81488, -3.97134, -4.37743], [3.51860, 6.23661, 2.39693], [4.53448, 5.84925, 3.77063], [-8.17920, 1.10211, 2.99157], [5.43456, -1.63985, -7.57621], [-4.01635, 3.60204, -1.22503], [-3.42817, -4.95984, -0.03260], [-7.45283, -4.38981, 6.24983], [-6.58861, -3.37368, 4.58001], [-9.80041, 0.21174, 4.83041], [0.28618, -3.30028, 3.20119], [3.51628, 5.92502, 3.45639], [2.67659, 1.29333, -4.88810], [6.24508, -3.78417, -3.17017], [-3.49756, 2.93506, -0.20538], [2.87062, 6.60513, 4.02581], [4.72801, 3.01618, -2.96829], [2.81203, -4.84596, -3.70052], [0.95290, 5.40471, -2.73328], [-3.06335, -1.97053, 0.08660], [6.98413, -3.88789, -10.98741], [8.44853, -2.05730, -11.05444], [-6.03085, -1.76161, 5.81039], [6.33244, -1.74611, -11.64771], [7.15429, -2.36592, -10.80279], [-3.39277, -6.47673, 0.19872], [-2.86544, -7.38515, 3.59662], [-3.70991, 3.12019, 2.54621], [-2.80060, -10.00446, 4.25002], [-6.84141, 0.21505, 3.56346], [-0.91532, 3.25382, -3.16831], [4.86062, -5.57672, -4.51114], [2.16271, 0.05797, 1.93730], [7.03980, 3.96305, 1.49230], [-8.59239, 5.70324, -3.38090], [8.23678, 6.58479, 0.51261], [-7.90255, 7.95524, -1.74419], [-7.82388, 7.41015, -4.47471], [-0.60512, -0.45862, 1.30279], [2.92653, 4.27725, 4.64791], [6.71676, -1.42286, -0.38169], [2.90897, 1.58220, 3.41299], [6.71208, 3.11246, -0.62690], [-2.48967, -4.45968, 0.36169], [5.52059, 4.92920, -0.93499], [8.51813, 5.11463, -0.27471], [2.43253, -0.07349, -0.51393], [3.94761, 2.01138, 4.72729], [-6.10594, 2.12427, 2.14565], [-4.32688, -2.26560, 4.57414], [2.13941, -4.39137, -2.63803], [-8.28725, -2.96833, 5.87651], [-4.32472, 5.53226, 0.04317], [-0.92016, 1.85115, 1.43133], [-3.35099, -6.59697, 1.29265], [4.53137, -5.98508, -2.36441], [-1.71083, -0.20837, 5.21133], [2.34129, 0.05572, -2.03657], [-2.28577, -9.43702, 3.45938], [6.96144, -1.84795, -9.36944], [-4.36895, -0.32193, 0.28610], [4.36794, 2.43927, -1.36347], [-3.24968, -1.66640, 5.43401]],
  "forces_ev_per_angstrom": [[0.214, -0.599, -0.177], [0.917, 0.450, 1.354], [0.096, -0.033, -0.151], [0.906, -0.016, 0.937], [0.154, -0.193, -0.072], [0.340, -0.754, 0.309], [1.831, -0.851, -1.344], [-1.573, 1.110, -0.808], [0.104, 0.188, 0.475], [-0.308, -0.239, 0.047], [1.306, -1.447, -1.972], [0.600, 0.457, 0.331], [-1.247, -1.680, -0.610], [-0.170, 0.180, 0.499], [-1.243, 1.057, 0.672], [-0.822, -0.074, -0.357], [-0.321, 0.009, 0.019], [-0.585, 0.785, 0.371], [-0.330, -0.405, -0.471], [0.369, 0.539, 0.226], [-0.482, -1.622, -1.270], [0.626, 1.543, 0.014], [0.338, -1.271, 0.139], [0.072, -0.130, 0.015], [-0.421, -0.188, 0.337], [0.135, 0.421, -0.745], [-0.047, 0.514, -0.240], [-0.337, -0.137, -0.359], [0.110, -0.381, 0.783], [2.161, 0.969, -0.174], [0.709, -0.958, 0.695], [-0.601, -0.393, 0.459], [0.981, 0.315, -0.486], [-1.743, 0.508, 3.107], [0.206, -0.502, -0.591], [0.996, -1.821, -2.998], [0.158, 0.832, -1.113], [-0.566, -0.169, -0.395], [0.220, -0.386, 0.326], [-0.417, -0.368, -0.704], [-0.088, -0.248, -0.369], [1.583, -0.852, -1.172], [-0.581, 0.244, -0.363], [0.333, -0.992, -0.261], [0.041, 0.568, 1.228], [0.466, -0.257, 0.183], [-0.112, -0.054, -0.144], [-0.354, -0.184, 0.015], [-0.076, -0.365, 0.194], [0.418, -0.022, -0.003], [0.453, -0.333, -0.458], [0.141, -0.476, 0.454], [0.565, -0.310, 0.250], [0.443, 0.235, 1.816], [-0.491, 0.267, 0.697], [0.209, 0.071, -0.231], [0.422, 0.001, -0.509], [-1.122, 1.080, 0.465], [-0.152, -0.653, -0.076], [-0.058, 0.094, -0.234], [-1.541, -1.061, 0.425], [-0.123, 0.081, -0.770], [0.097, -0.540, 0.129], [-1.689, -0.260, -0.993], [2.152, 0.056, -0.696], [-0.119, -0.769, 0.023], [-0.606, 0.806, 1.715], [-0.887, -0.221, 0.717], [-1.195, 0.757, -0.191], [0.142, -0.131, -0.633], [0.040, -0.524, -0.328], [0.522, 0.090, 0.256], [0.454, 0.546, -0.091], [0.025, 0.513, -0.063], [0.446, 0.064, 0.079], [-0.895, 0.598, 0.804], [2.224, 0.210, 0.288], [0.248, -0.026, -0.058], [-1.283, 0.445, -1.468], [-0.449, -0.099, 1.013], [1.143, -1.136, 0.083], [0.502, 1.124, -0.004], [0.245, -0.433, 0.067], [0.792, -0.198, -0.002], [-0.033, -0.338, 0.433], [-0.015, -0.017, 0.482], [0.840, 0.050, -0.139], [0.272, 0.124, -0.255], [0.293, -0.513, 0.307], [-0.544, 1.275, 1.108], [0.002, -1.502, -0.192], [-0.439, 0.995, -1.839], [0.202, 0.212, 0.768], [-0.474, 1.688, -0.241], [0.375, -0.075, 0.250], [-2.067, 0.642, -0.490], [0.517, -0.008, -0.926], [0.584, 1.386, 0.630], [-0.636, -0.615, -0.152], [-0.647, -0.265, -0.039], [0.243, 0.387, -0.683], [-0.213, 1.129, -0.382], [-2.278, 0.027, -1.140], [-1.230, 1.742, 1.882], [-0.155, 0.059, -0.255], [-0.364, 1.066, -0.285], [0.038, -0.038, 0.581], [0.459, -0.554, -0.314], [-0.080, 0.182, 0.021], [-0.606, -0.168, -0.371], [1.591, -0.365, 0.159], [-0.142, -0.169, -0.083], [0.210, -0.592, -0.157], [-0.066, 0.120, -0.321], [-0.935, 0.738, -0.511], [-0.675, -0.397, -0.409], [-0.485, 0.351, 0.608], [0.209, -0.037, 0.105], [-0.514, -0.057, -0.619], [-0.473, -0.845, 0.951], [-1.449, 0.189, 0.547], [0.658, -0.574, 0.397], [0.934, -0.264, -0.346], [-0.417, -0.936, -1.722], [0.043, -0.357, 0.055], [-0.162, -0.406, 1.075], [0.111, -0.480, 0.055], [2.001, 0.101, 0.803], [0.087, 0.484, 0.750], [0.651, 0.708, -0.508], [0.750, 0.718, 0.353], [0.369, -2.058, 1.628], [-0.630, 0.786, -0.485], [1.069, 0.326, 0.223], [0.021, -0.098, 0.378], [1.121, -0.451, -0.819], [-0.351, -0.094, -0.358], [0.022, 0.531, -0.306], [-0.203, 0.316, 0.300], [0.008, 0.525, 0.271], [-0.014, 0.087, -0.196], [1.159, 0.794, -1.595], [0.888, -0.235, 0.124], [-0.071, 0.191, -0.306], [0.516, -0.374, -0.267], [1.138, 0.273, 0.225], [0.035, -0.248, 0.179], [-0.026, -0.753, -0.451], [0.027, 0.082, 0.361], [0.705, 0.828, 0.548], [-1.567, -0.078, -1.114], [-0.115, -0.458, -0.394], [-0.052, 1.096, -1.294], [0.806, 0.909, -0.504], [0.427, -0.814, 0.631], [-0.161, -1.262, 0.221], [0.104, 0.018, -0.291], [0.401, -0.035, -0.324], [-0.912, -0.767, -1.247], [0.643, -1.118, 0.408], [-0.923, 0.949, 1.782], [0.362, -0.444, 0.315], [0.499, -0.099, -0.028], [0.155, 0.158, -0.407], [1.032, 2.694, 0.084], [-0.214, -0.246, -0.187], [-0.169, -0.021, 0.167], [-0.194, 1.625, 0.480], [0.243, 0.209, -0.666], [0.240, -0.185, -0.081], [-0.060, 0.484, -0.582], [-0.022, -0.886, 1.686], [0.548, 1.167, 0.517], [0.023, -0.268, 0.423], [-0.235, -0.289, 0.022], [0.386, 0.636, 0.225], [0.046, 0.071, -0.011], [0.030, -0.323, 0.239], [-0.663, 0.720, 1.531], [-1.423, -0.179, -0.211], [-0.428, 0.173, 0.015], [-0.591, -0.060, 0.553], [-0.277, -0.281, -0.262], [0.218, -0.106, -0.341], [0.144, 0.331, -0.037], [-0.285, -0.388, 0.226], [-0.099, 0.009, -0.455], [-0.008, 0.557, 0.416], [-0.804, 0.286, 0.101], [0.144, 0.460, -0.700], [-1.006, -0.592, -0.322], [0.836, -0.638, -0.846], [-0.041, -0.638, -0.479], [-0.349, -2.221, 0.577], [-0.158, 0.544, 0.821], [-0.015, -0.139, 0.268], [-1.592, -0.546, 1.519], [-0.881, -0.377, 1.125], [-0.148, -0.239, -0.462], [0.811, 0.810, 0.248], [-0.288, -0.549, 1.008], [-0.264, -0.799, -0.509], [-0.517, 0.388, -0.438], [1.604, 0.624, 0.919], [0.358, 1.531, 0.301], [-0.833, -0.825, -1.257], [-0.397, 1.152, -0.335], [-1.603, 0.015, -0.809], [0.697, 0.280, -0.192], [0.170, -0.219, 0.701]],
  "lowdin_charge": [0.1350, 0.0457, 0.0710, 0.0822, 0.1867, 0.1408, -0.4957, 0.0763, 0.1031, 0.1020, -0.3682, 0.0572, 0.1698, 0.1124, 0.0788, 0.1238, 0.1141, -0.2753, 0.0998, 0.1720, 0.0652, 0.1502, 0.1313, 0.1023, 0.0716, 0.1378, 0.1298, 0.0909, -0.0953, -0.0335, 0.1028, 0.0636, 0.0303, -0.5316, 0.0923, -0.0056, -0.2881, 0.1259, 0.0778, 0.1290, 0.1162, -0.0941, 0.0638, 0.1291, -0.1085, 0.1220, 0.1485, 0.0465, 0.1556, -0.2213, 0.1134, 0.1713, 0.1021, -0.2768, 0.0950, 0.1775, 0.0617, -0.2141, 0.1056, 0.0482, -0.1936, 0.1164, 0.1129, -0.2753, 0.0379, 0.0759, -0.2415, 0.0969, -0.3184, -0.2296, 0.1013, 0.0766, 0.0978, 0.1070, 0.0948, 0.1761, -0.2235, 0.1010, -0.2739, 0.0954, 0.0533, 0.0935, 0.1004, 0.1038, 0.1466, 0.0957, 0.0830, 0.1067, 0.1166, -0.2164, -0.4356, -0.0144, 0.0858, -0.2413, -0.2986, -0.1036, 0.1057, -0.2788, -0.0985, -0.2018, 0.1188, -0.0992, -0.5063, -0.0872, 0.1474, 0.0541, 0.1457, 0.1564, 0.0724, 0.1385, 0.1601, 0.0760, 0.1054, 0.1013, 0.1830, 0.1371, -0.3602, 0.0668, 0.0944, -0.1264, -0.2380, 0.1096, -0.2627, 0.0738, 0.1421, 0.0536, 0.1731, -0.3011, 0.1173, -0.2764, 0.1542, -0.6078, 0.0924, 0.0487, 0.0768, 0.0757, 0.0640, 0.1331, -0.4372, -0.1167, 0.1096, -0.2135, 0.1065, 0.0914, 0.1045, 0.0964, 0.0614, 0.1742, 0.0733, 0.0486, 0.0864, -0.5268, -0.2949, -0.2691, 0.0562, -0.2900, 0.0728, 0.0795, -0.1041, 0.1339, 0.0352, 0.1152, 0.0746, 0.0625, -0.3779, -0.2059, 0.1098, -0.2904, 0.1139, 0.1130, 0.1487, -0.4749, -0.1060, 0.1006, 0.0454, 0.0701, 0.1024, 0.1483, 0.0566, 0.1528, 0.0573, 0.0870, 0.1096, 0.1285, 0.1022, 0.1325, 0.1117, 0.1012, 0.0717, 0.1058, 0.0968, -0.2015, 0.0954, -0.4813, 0.1037, 0.0930, -0.2197, 0.1153, 0.0627, 0.1587, -0.2926, 0.0552, 0.1537, 0.0488, -0.3249, -0.1230, -0.0308, -0.1102, 0.0648, -0.2704],
  "orbital_gap_ev": 11.0,
  "molar_mass_g_mol": 1677.42,
  "e_lumo_ev": 0.31
}